1.
{
  "formula": "CH3I3Si",
  "method": "ωB97M-V/def2-TZVPD",
  "fmax_ha_per_bohr": 0.0822,
  "relative_energy_kcal_mol": 153.0,
  "homo_energy_ev": -8.26,
  "multiplicity": 1,
  "total_charge": 0,
  "homo_lumo_gap_ev": 7.1,
  "elements": ["C", "Si", "I", "I", "I", "H", "H", "H"],
  "coordinates": [[1.0935, 0.1813, 0.3866], [-1.3084, -0.3287, -0.6040], [0.9840, 2.3277, 0.3941], [0.9058, -0.5833, 2.3760], [2.8627, -0.4463, -0.5592], [-0.8317, -1.3304, -1.3669], [-1.7109, -0.6023, 0.7500], [-1.9950, 0.7821, -1.3766]],
  "forces_ev_per_a": [[-2.664, 0.129, -0.721], [2.094, 3.195, 1.811], [0.094, 0.113, 0.115], [0.142, -0.009, -0.146], [-0.077, -0.216, -0.146], [0.598, -2.482, -1.794], [-0.625, -0.170, 0.334], [0.438, -0.561, 0.547]],
  "mulliken_charge": [-0.837, 0.691, 0.102, 0.107, 0.142, -0.088, -0.078, -0.039]
}


2.
{
  "formula": "C5H10O",
  "method": "ωB97M-V/def2-TZVPD",
  "fmax_ha_per_bohr": 0.0096,
  "smiles": "CC[C@@H](C)C=O",
  "relative_energy_kcal_mol": 14.6,
  "homo_energy_ev": -9.65,
  "multiplicity": 1,
  "total_charge": 0,
  "homo_lumo_gap_ev": 10.7,
  "elements": ["C", "C", "C", "C", "C", "O", "H", "H", "H", "H", "H", "H", "H", "H", "H", "H"],
  "coordinates": [[-1.6994, 0.4509, 1.0434], [-0.2624, 0.8353, 0.6622], [0.2406, 0.0560, -0.5705], [1.7757, 0.0238, -0.8725], [-0.0561, -1.4221, -0.4702], [-0.0591, -2.0474, 0.5638], [-1.7619, -0.6157, 1.2667], [-2.0346, 0.9876, 1.9359], [-2.4112, 0.6724, 0.2388], [-0.2274, 1.9124, 0.4502], [0.3945, 0.6603, 1.5208], [-0.2637, 0.4578, -1.4587], [2.3736, 0.5633, -0.1328], [2.1492, -1.0100, -0.8616], [2.0067, 0.4169, -1.8671], [-0.1645, -1.9415, -1.4483]],
  "forces_ev_per_a": [[-0.028, -0.015, 0.019], [0.116, -0.015, -0.006], [-0.047, -0.078, -0.007], [0.121, 0.082, -0.024], [-0.013, -0.244, 0.277], [-0.080, 0.148, -0.464], [-0.047, 0.185, 0.007], [0.098, 0.035, -0.145], [0.144, 0.003, 0.057], [0.143, -0.201, -0.013], [-0.022, -0.065, -0.137], [-0.019, -0.178, 0.114], [-0.245, 0.054, -0.033], [-0.027, 0.248, 0.016], [-0.075, 0.072, 0.219], [-0.019, -0.032, 0.121]],
  "mulliken_charge": [-1.230, -0.629, 0.595, -1.244, -0.374, -0.487, 0.335, 0.356, 0.296, 0.364, 0.305, 0.339, 0.327, 0.332, 0.295, 0.419]
}


What is the multiplicity in the first record?
1